Density functional theory data (the ωB97M-V functional and the def2-TZVPD basis) for C10H16O2SSi as an isolated structure at a distorted geometry.

For the frontier orbital gap, the calculation gives 0.2702 Eh. The total energy is -1228.6159 hartree. The value obtained for the relative energy (zero: lowest compared OMol25 entry of this formula, charge and spin) is 538.6 kJ/mol.

```
! wB97M-V def2-TZVPD RIJCOSX def2/J DEFGRID3
* xyz 0 1
C -0.087 3.379 0.507
C -1.394 3.121 -1.525
C 0.722 2.345 0.087
C -0.432 2.277 -2.036
C -1.176 3.744 -0.305
C 0.615 1.903 -1.196
C -2.221 4.627 0.300
C 0.263 -3.751 -0.432
C 0.688 -4.745 1.707
C 1.154 -3.524 0.797
O 1.121 -0.068 -2.975
O 1.500 -0.503 -0.522
Si 1.029 -1.744 1.422
S 1.758 0.551 -1.868
H 0.184 3.679 1.486
H -2.304 3.343 -2.054
H 1.525 1.734 0.692
H -0.748 1.920 -2.991
H -3.223 4.076 0.156
H -2.111 4.790 1.311
H -2.243 5.552 -0.058
H -0.766 -4.016 -0.233
H 0.067 -2.880 -1.151
H 0.530 -4.541 -1.046
H -0.310 -4.724 1.633
H 1.077 -4.540 2.701
H 1.114 -5.527 1.118
H 2.158 -3.881 0.422
H -0.348 -0.932 1.473
H 1.856 -1.667 2.580
*
```


Density functional theory data (the ωB97M-V functional and the def2-TZVPD basis) for a 16-piece molecular cluster, C56H150N6O32 overall at a distorted geometry.

For the frontier orbital gap (spin up / spin down), the calculation gives 0.2624 / 0.0638 Eh. The total energy is -4958.9319 hartree.

```
! wB97M-V def2-TZVPD RIJCOSX def2/J DEFGRID3
* xyz 1 2
C 1.969 2.282 -4.196
O 0.893 3.149 -4.398
C -0.345 2.977 -3.664
C -1.362 4.074 -4.049
N -0.852 5.433 -3.869
C -1.904 6.461 -4.149
C -2.138 6.720 -5.615
O -0.934 6.950 -6.317
C -1.086 7.150 -7.674
H 2.133 2.058 -3.142
H 2.917 2.676 -4.564
H 1.766 1.332 -4.690
H -0.042 3.140 -2.629
H -0.799 1.986 -3.691
H -2.265 3.981 -3.445
H -1.827 3.933 -5.025
H -0.111 5.621 -4.529
H -1.663 7.417 -3.685
H -2.885 6.185 -3.762
H -2.878 7.485 -5.853
H -2.576 5.822 -6.052
H -1.376 6.208 -8.141
H -0.258 7.584 -8.234
H -1.967 7.744 -7.916
C 6.292 -6.729 -2.926
O 7.405 -6.813 -1.985
C 7.131 -6.968 -0.605
C 6.513 -5.747 0.027
N 5.098 -5.728 -0.023
C 4.531 -4.917 1.144
C 2.975 -4.857 1.094
O 2.547 -4.401 -0.189
C 1.167 -4.179 -0.384
H 5.830 -5.742 -2.895
H 5.471 -7.443 -2.856
H 6.705 -6.946 -3.911
H 8.122 -7.229 -0.234
H 6.464 -7.824 -0.502
H 6.979 -4.914 -0.499
H 6.883 -5.697 1.051
H 4.777 -5.355 -0.905
H 4.932 -3.905 1.098
H 4.805 -5.361 2.101
H 2.608 -4.227 1.904
H 2.539 -5.834 1.301
H 0.619 -5.120 -0.435
H 1.020 -3.667 -1.335
H 0.636 -3.555 0.335
C -4.732 -7.478 -6.500
O -4.170 -6.191 -6.646
C -3.178 -6.140 -7.668
C -2.655 -4.729 -7.869
N -2.521 -4.055 -6.562
C -1.306 -4.379 -5.899
C -1.344 -3.808 -4.495
O -2.402 -4.403 -3.729
C -2.628 -3.749 -2.456
H -5.431 -7.723 -7.300
H -5.305 -7.406 -5.576
H -3.970 -8.245 -6.364
H -3.603 -6.548 -8.586
H -2.262 -6.680 -7.429
H -3.422 -4.075 -8.283
H -1.769 -4.672 -8.502
H -3.249 -4.536 -6.053
H -0.455 -3.972 -6.446
H -1.208 -5.461 -5.815
H -1.477 -2.726 -4.523
H -0.340 -4.034 -4.138
H -3.184 -2.817 -2.560
H -1.750 -3.528 -1.849
H -3.357 -4.387 -1.958
C 2.122 1.357 4.800
O 0.850 1.566 4.298
C -0.004 0.444 4.528
C -0.065 -0.630 3.421
N -0.278 0.009 2.100
C -0.115 -0.942 1.019
C -0.347 -0.294 -0.327
O -0.100 -1.250 -1.339
C -0.174 -0.707 -2.660
H 2.658 0.482 4.433
H 1.992 1.222 5.874
H 2.673 2.267 4.565
H -1.007 0.869 4.553
H 0.194 -0.021 5.493
H -0.949 -1.215 3.676
H 0.802 -1.266 3.601
H 0.510 0.640 2.059
H -0.866 -1.724 1.131
H 0.817 -1.506 1.068
H 0.319 0.559 -0.460
H -1.314 0.191 -0.467
H -1.211 -0.389 -2.768
H -0.165 -1.553 -3.347
H 0.568 0.029 -2.973
C -0.512 7.099 8.062
O 0.382 6.022 8.063
C 1.705 6.512 7.745
C 2.822 5.460 7.687
N 3.058 4.884 9.046
C 4.178 3.907 9.116
C 3.940 2.480 8.683
O 3.121 1.759 9.550
C 2.826 0.450 9.151
H -0.292 7.931 8.732
H -1.536 6.815 8.302
H -0.620 7.427 7.028
H 1.969 7.218 8.531
H 1.697 7.003 6.772
H 3.736 5.946 7.344
H 2.543 4.667 6.993
H 2.162 4.479 9.279
H 4.561 3.841 10.135
H 5.036 4.394 8.652
H 4.864 1.907 8.613
H 3.547 2.528 7.667
H 2.244 -0.077 9.907
H 3.765 -0.100 9.084
H 2.385 0.364 8.157
C -0.902 -4.377 -13.175
O 0.247 -3.732 -13.597
C 0.355 -2.370 -13.360
C 0.735 -2.108 -11.900
N -0.424 -1.588 -11.096
C 0.024 -1.416 -9.727
C -1.092 -1.090 -8.663
O -0.531 -0.864 -7.359
C -1.567 -0.452 -6.511
H -1.477 -4.088 -12.295
H -0.619 -5.418 -13.024
H -1.628 -4.394 -13.988
H -0.490 -1.819 -13.773
H 1.209 -2.058 -13.961
H 1.572 -1.422 -11.774
H 1.106 -3.069 -11.543
H -1.217 -2.213 -11.070
H 0.843 -0.701 -9.641
H 0.615 -2.304 -9.504
H -1.811 -1.909 -8.656
H -1.673 -0.218 -8.963
H -2.381 -1.169 -6.405
H -2.087 0.443 -6.853
H -1.161 -0.241 -5.522
C -1.586 3.384 0.779
C -2.277 2.677 1.977
O -2.537 1.305 1.703
O -1.735 4.754 0.904
H -2.030 3.191 -0.197
H -0.555 3.076 0.603
H -3.185 3.250 2.161
H -1.733 2.796 2.914
H -1.685 0.863 1.688
H -1.306 5.177 0.156
C 0.105 2.620 8.090
C -0.128 2.449 9.614
O -1.286 1.869 9.991
O -0.830 3.572 7.560
H -0.001 1.659 7.586
H 1.099 2.999 7.854
H -0.062 3.374 10.187
H 0.608 1.733 9.979
H -1.166 1.587 10.901
H -0.471 4.418 7.839
C 2.865 2.217 0.124
C 3.559 3.434 0.748
O 2.573 4.411 1.067
O 2.272 1.384 1.157
H 3.497 1.636 -0.548
H 2.110 2.551 -0.588
H 4.239 3.920 0.048
H 4.158 3.134 1.608
H 2.056 3.973 1.748
H 2.927 1.245 1.844
C 1.866 -2.089 6.657
C 1.321 -3.221 5.703
O 1.401 -4.467 6.309
O 0.870 -1.678 7.488
H 2.287 -1.295 6.041
H 2.659 -2.381 7.346
H 1.845 -3.457 4.777
H 0.258 -3.060 5.523
H 2.315 -4.744 6.215
H 0.539 -2.428 7.989
C -2.850 0.286 7.236
C -3.531 -1.083 6.995
O -4.821 -1.066 6.395
O -3.355 1.025 8.333
H -2.869 0.929 6.356
H -1.815 0.047 7.481
H -3.610 -1.580 7.962
H -2.952 -1.689 6.298
H -5.256 -1.873 6.681
H -2.588 1.428 8.746
C 0.160 4.484 4.470
C -0.661 5.765 4.258
O -1.874 5.535 3.602
O 0.844 3.978 3.367
H -0.503 3.758 4.940
H 0.925 4.624 5.233
H -0.120 6.538 3.712
H -0.899 6.256 5.202
H -1.603 5.364 2.697
H 0.920 3.049 3.596
C -5.829 1.362 -4.803
C -4.831 0.323 -4.155
O -3.773 0.962 -3.425
O -5.272 2.149 -5.885
H -6.166 2.048 -4.025
H -6.730 0.840 -5.123
H -4.369 -0.406 -4.820
H -5.300 -0.349 -3.436
H -3.909 0.887 -2.478
H -5.087 1.615 -6.662
C 5.293 -0.093 1.636
C 6.735 0.407 1.378
O 6.774 1.824 1.494
O 4.731 0.391 2.855
H 5.226 -1.181 1.652
H 4.677 0.348 0.853
H 7.054 0.105 0.381
H 7.509 -0.035 2.005
H 6.300 2.023 2.304
H 5.137 -0.174 3.517
C -5.598 2.693 -0.770
C -5.387 1.206 -0.311
O -4.044 0.797 -0.760
O -6.887 3.087 -0.371
H -5.451 2.866 -1.836
H -4.874 3.313 -0.240
H -6.151 0.624 -0.827
H -5.649 1.058 0.737
H -3.511 1.179 -0.058
H -6.818 4.026 -0.185
C -1.865 -5.796 1.901
C -2.740 -4.550 1.562
O -4.086 -4.830 1.181
O -0.529 -5.458 2.300
H -1.871 -6.495 1.065
H -2.315 -6.369 2.712
H -2.221 -4.005 0.774
H -2.699 -3.853 2.399
H -4.588 -4.025 1.326
H -0.166 -6.072 2.942
*
```